(1)
This record from OMol25 describes C38H42F2MoNOS as an isolated structure at a distorted geometry. The level of theory is the ωB97M-V functional and the def2-TZVPD basis.

Atoms and positions in Å:
Mo (-0.01, -0.21, -1.00)
C (-1.68, 0.68, -2.40)
C (-1.99, 1.01, -1.03)
C (-0.95, 1.92, -0.57)
C (-0.02, 2.03, -1.71)
C (-0.49, 1.28, -2.81)
C (0.13, 1.42, -4.20)
C (-0.11, 0.24, -5.18)
C (-0.52, 2.67, -4.72)
C (1.63, 1.73, -4.15)
C (-0.77, 2.81, 0.71)
C (-0.79, 2.15, 2.07)
C (0.56, 3.53, 0.62)
C (-1.90, 3.84, 0.59)
C (-3.33, 0.59, -0.46)
C (-3.53, 0.72, 1.09)
C (-4.42, 1.44, -1.17)
C (-3.59, -0.84, -0.79)
H (-2.24, -0.08, -2.91)
H (0.85, 2.67, -1.61)
H (-1.13, -0.09, -5.17)
H (0.52, -0.59, -4.87)
H (0.15, 0.56, -6.14)
H (-1.62, 2.50, -4.69)
H (-0.20, 2.81, -5.74)
H (-0.43, 3.53, -4.02)
H (2.31, 0.87, -4.00)
H (1.79, 2.59, -3.47)
H (1.91, 2.02, -5.14)
H (-1.64, 1.65, 2.31)
H (-0.59, 2.88, 2.84)
H (-0.06, 1.34, 2.28)
H (1.39, 2.86, 0.47)
H (0.62, 4.16, 1.52)
H (0.58, 4.19, -0.27)
H (-2.94, 3.46, 0.59)
H (-1.74, 4.51, -0.28)
H (-1.81, 4.49, 1.45)
H (-3.51, 1.75, 1.34)
H (-2.83, 0.10, 1.64)
H (-4.56, 0.35, 1.32)
H (-4.29, 2.51, -0.93)
H (-5.52, 1.12, -1.07)
H (-4.29, 1.37, -2.22)
H (-2.67, -1.46, -0.74)
H (-4.09, -1.08, -1.76)
H (-4.32, -1.29, -0.06)
F (-1.18, -4.00, -4.57)
C (-0.17, -3.41, -3.86)
C (-0.56, -2.33, -3.12)
C (0.42, -1.64, -2.46)
C (1.80, -1.90, -2.65)
C (2.16, -2.99, -3.49)
F (3.51, -3.30, -3.66)
C (1.16, -3.81, -4.04)
C (2.83, -0.94, -2.03)
C (4.16, -0.78, -2.31)
C (4.93, 0.02, -1.50)
C (4.29, 0.65, -0.46)
C (2.95, 0.61, -0.30)
N (2.21, -0.22, -1.04)
H (-1.62, -2.23, -2.90)
H (1.42, -4.76, -4.62)
H (4.55, -1.36, -3.13)
H (5.99, 0.17, -1.66)
H (4.76, 1.28, 0.32)
H (2.36, 1.10, 0.44)
C (2.06, -2.99, 9.60)
C (1.22, -2.64, 8.40)
O (0.71, -1.59, 8.15)
S (0.89, -4.01, 7.28)
C (0.62, -3.01, 5.80)
C (1.63, -3.08, 4.81)
C (1.46, -2.53, 3.56)
C (0.26, -1.89, 3.33)
C (-0.77, -1.80, 4.30)
C (-0.60, -2.41, 5.49)
C (0.15, -1.38, 2.03)
C (0.01, -0.88, 0.90)
H (3.10, -2.94, 9.19)
H (1.84, -3.92, 10.06)
H (2.03, -2.15, 10.33)
H (2.54, -3.52, 5.12)
H (2.13, -2.53, 2.76)
H (-1.68, -1.20, 4.12)
H (-1.44, -2.40, 6.23)

Output
charge: +1
energy relative to the best compared isomer or geometry (same formula, charge and spin): 0.0 kcal/mol
2S+1: 3
HOMO-LUMO gap (alpha / beta): 6.5 / 7.1 eV

***

(2)
This record from OMol25 describes C38H43EuIN5O2SSi2 as an isolated structure at a distorted geometry. The level of theory is the ωB97M-V functional and the def2-TZVPD basis.

Atoms and positions in Å:
Eu (0.29, 0.96, -0.49)
C (-4.32, 1.39, -0.81)
C (-2.89, 1.86, -0.82)
N (-1.96, 1.42, -1.72)
N (-2.52, 0.76, -2.78)
C (-1.75, 0.22, -3.63)
N (-2.27, -0.37, -4.79)
S (0.01, 0.15, -3.37)
C (-2.48, 2.87, 0.07)
C (-3.44, 3.69, 0.76)
C (-3.00, 4.71, 1.56)
C (-1.62, 4.96, 1.68)
C (-0.76, 4.14, 0.98)
N (-1.13, 3.11, 0.21)
H (-4.35, 0.34, -1.13)
H (-4.96, 1.95, -1.50)
H (-4.74, 1.46, 0.19)
H (-3.20, -0.08, -5.02)
H (-1.65, -0.49, -5.57)
H (-4.49, 3.51, 0.63)
H (-3.72, 5.34, 2.07)
H (-1.23, 5.76, 2.29)
H (0.31, 4.32, 1.02)
C (0.38, -1.86, -8.70)
C (-0.30, -2.84, -7.99)
C (-0.23, -2.86, -6.60)
C (0.50, -1.90, -5.89)
C (1.18, -0.92, -6.63)
C (1.12, -0.90, -8.01)
Si (0.54, -1.84, -4.02)
C (2.28, -2.09, -3.43)
C (2.79, -3.37, -3.22)
C (4.08, -3.56, -2.77)
C (4.89, -2.46, -2.51)
C (4.41, -1.18, -2.71)
C (3.11, -0.99, -3.18)
H (0.32, -1.83, -9.78)
H (-0.88, -3.59, -8.51)
H (-0.77, -3.63, -6.05)
H (1.75, -0.16, -6.11)
H (1.65, -0.13, -8.56)
H (-0.44, -2.81, -3.49)
H (2.16, -4.24, -3.41)
H (4.46, -4.57, -2.61)
H (5.90, -2.61, -2.14)
H (5.03, -0.31, -2.49)
H (2.75, 0.03, -3.31)
N (2.27, -2.50, 0.41)
C (2.09, -1.17, 0.04)
O (1.09, -0.99, -0.80)
C (2.90, -0.17, 0.47)
I (1.85, 3.12, -1.77)
H (1.42, -3.03, 0.37)
H (2.74, -2.62, 1.30)
H (2.93, 0.80, -0.01)
H (3.68, -0.38, 1.19)
C (-3.11, -0.89, 3.14)
C (-2.32, 0.27, 3.77)
C (-2.23, 0.02, 5.28)
C (-3.06, 1.58, 3.50)
Si (-0.64, 0.32, 2.89)
O (-0.84, 0.45, 1.29)
C (0.22, -1.30, 3.37)
C (-0.06, -2.47, 2.66)
C (0.48, -3.69, 3.03)
C (1.34, -3.78, 4.11)
C (1.65, -2.63, 4.83)
C (1.09, -1.41, 4.46)
C (0.49, 1.72, 3.50)
C (1.34, 2.31, 2.57)
C (2.25, 3.31, 2.91)
C (2.31, 3.75, 4.22)
C (1.48, 3.17, 5.18)
C (0.59, 2.17, 4.82)
H (-4.14, -0.90, 3.53)
H (-2.66, -1.86, 3.36)
H (-3.17, -0.78, 2.05)
H (-3.24, -0.18, 5.68)
H (-1.84, 0.89, 5.82)
H (-1.60, -0.84, 5.53)
H (-4.05, 1.56, 3.97)
H (-3.20, 1.73, 2.42)
H (-2.52, 2.45, 3.88)
H (-0.72, -2.41, 1.79)
H (0.24, -4.59, 2.46)
H (1.76, -4.73, 4.40)
H (2.32, -2.68, 5.68)
H (1.36, -0.52, 5.03)
H (1.33, 1.98, 1.54)
H (2.88, 3.74, 2.14)
H (3.01, 4.53, 4.50)
H (1.54, 3.50, 6.21)
H (-0.04, 1.74, 5.59)

Output
charge: -1
energy relative to the best compared isomer or geometry (same formula, charge and spin): 0.0 kcal/mol
2S+1: 8
HOMO-LUMO gap (alpha / beta): 5.0 / 7.3 eV

***

(3)
This record from OMol25 describes C38H43N5O2P2W as an isolated structure. The level of theory is the ωB97M-V functional and the def2-TZVPD basis.

Atoms and positions in Å:
W (0.24, 1.07, -0.23)
O (-1.34, 1.83, -0.87)
C (-2.14, 2.92, -0.75)
C (-3.08, 3.19, -1.72)
C (-3.89, 4.31, -1.58)
C (-3.76, 5.15, -0.48)
C (-2.82, 4.87, 0.49)
C (-1.99, 3.75, 0.37)
C (-1.03, 3.46, 1.40)
N (-0.18, 2.49, 1.38)
N (0.60, 2.36, 2.52)
C (1.44, 1.39, 2.39)
O (1.48, 0.71, 1.23)
C (2.35, 0.97, 3.45)
C (3.37, 0.06, 3.18)
C (4.22, -0.34, 4.20)
C (4.05, 0.16, 5.48)
C (3.04, 1.07, 5.75)
C (2.18, 1.48, 4.74)
H (-3.18, 2.53, -2.57)
H (-4.63, 4.52, -2.33)
H (-4.40, 6.01, -0.38)
H (-2.71, 5.51, 1.35)
H (-1.02, 4.09, 2.29)
H (3.49, -0.33, 2.18)
H (5.01, -1.05, 3.99)
H (4.72, -0.15, 6.27)
H (2.91, 1.47, 6.75)
H (1.39, 2.19, 4.94)
C (-0.24, -1.32, 2.82)
P (-1.08, -0.87, 1.27)
C (-0.97, -2.41, 0.28)
N (-1.30, -3.54, 0.88)
C (-1.38, -4.65, 0.13)
C (-1.71, -5.89, 0.73)
C (-1.86, -7.00, -0.05)
C (-1.67, -6.93, -1.46)
C (-1.34, -5.76, -2.07)
C (-1.17, -4.59, -1.28)
N (-0.79, -3.44, -1.86)
C (-0.65, -2.38, -1.10)
P (0.02, -0.90, -1.93)
C (-1.21, -0.49, -3.19)
C (1.63, -1.32, -2.74)
C (2.67, -1.44, -1.61)
C (1.99, -0.17, -3.69)
C (1.59, -2.62, -3.55)
C (-2.89, -0.66, 1.66)
C (-3.48, -1.88, 2.38)
C (-3.63, -0.43, 0.35)
C (-3.00, 0.56, 2.57)
H (-0.66, -2.25, 3.20)
H (-0.36, -0.53, 3.56)
H (0.82, -1.46, 2.62)
H (-1.86, -5.91, 1.80)
H (-2.12, -7.94, 0.40)
H (-1.80, -7.83, -2.04)
H (-1.19, -5.69, -3.14)
H (-1.39, -1.38, -3.80)
H (-0.87, 0.33, -3.81)
H (-2.14, -0.21, -2.69)
H (2.74, -0.52, -1.02)
H (3.65, -1.62, -2.05)
H (2.44, -2.27, -0.94)
H (1.96, 0.81, -3.21)
H (1.33, -0.15, -4.56)
H (3.00, -0.33, -4.06)
H (1.43, -3.49, -2.92)
H (2.55, -2.73, -4.05)
H (0.81, -2.60, -4.31)
H (-3.54, -2.75, 1.73)
H (-4.50, -1.62, 2.69)
H (-2.92, -2.15, 3.27)
H (-3.49, -1.26, -0.35)
H (-3.33, 0.50, -0.14)
H (-4.70, -0.36, 0.55)
H (-2.61, 0.37, 3.57)
H (-4.06, 0.82, 2.69)
H (-2.50, 1.44, 2.16)
N (1.42, 2.00, -1.07)
C (2.37, 2.80, -1.68)
C (1.95, 3.81, -2.56)
C (2.89, 4.62, -3.15)
C (4.24, 4.43, -2.87)
C (4.66, 3.43, -2.00)
C (3.72, 2.61, -1.40)
H (0.89, 3.93, -2.76)
H (2.59, 5.40, -3.83)
H (4.98, 5.07, -3.34)
H (5.71, 3.30, -1.79)
H (4.02, 1.83, -0.71)

Output
charge: +2
energy relative to the best compared isomer or geometry (same formula, charge and spin): 0.0 kcal/mol
HOMO-LUMO gap: 6.6 eV